(1)
The molecule C2H3N3S2, computed with ωB97M-V with the def2-TZVPD basis set.

```
! wB97M-V def2-TZVPD RIJCOSX def2/J DEFGRID3
* xyz 0 1
S 1.08024 1.76904 -0.86936
C 0.61538 0.19586 -0.25332
N 1.39408 -0.85429 -0.19113
N 0.64593 -1.87759 0.35119
C -0.54382 -1.40711 0.59049
N -0.62860 -0.08904 0.22675
S -2.03785 0.88438 0.38496
H 2.31042 1.37378 -1.15884
H -1.36590 -1.96714 1.04065
H -1.46987 1.97211 -0.12139
*
```

- E_LUMO (Eh) = 0.0096
- energy relative to the best compared isomer or geometry (same formula, charge and spin) (kcal per mole) = 19.8
- orbital gap (eV) = 9.43

(2)
A cluster of 2 separate species, C2H3N4 in total at a distorted geometry, computed with ωB97M-V with the def2-TZVPD basis set.

```
! wB97M-V def2-TZVPD RIJCOSX def2/J DEFGRID3
* xyz 1 1
C -1.78663 -1.06683 0.88901
C 0.25568 -0.12589 0.40740
N -0.70598 -0.57152 1.08868
N -2.02722 0.06767 -0.96928
N -0.97747 0.49214 -1.19852
N 1.54157 0.03006 0.54296
H -0.59045 1.20817 -1.84086
H 2.14401 -0.36104 1.32765
H 2.14649 0.32724 -0.24703
*
```

- E_LUMO (Eh) = -0.2119
- energy relative to the best compared isomer or geometry (same formula, charge and spin) (kcal per mole) = 29.5
- orbital gap (eV) = 8.92

(3)
A structure of composition C2H3N4 at a distorted geometry, computed with ωB97M-V with the def2-TZVPD basis set.

```
! wB97M-V def2-TZVPD RIJCOSX def2/J DEFGRID3
* xyz 1 1
C -0.51542 1.16305 -0.25030
C 0.28108 0.37021 -0.99677
N -1.01479 0.01463 0.43158
N -0.31970 -0.43704 1.52382
N -0.21108 -0.83780 -0.37239
N 0.44924 -1.08645 0.73758
H -0.66232 2.21566 -0.02782
H 0.90625 0.43644 -1.91959
H 1.08674 -1.83869 0.87388
*
```

- E_LUMO (alpha / beta) (Eh) = -0.2365 / -0.2365
- energy relative to the best compared isomer or geometry (same formula, charge and spin) (kcal per mole) = 67.7
- orbital gap (alpha / beta) (eV) = 9.87 / 9.87

(4)
A structure of composition C2H3N4 at a distorted geometry, computed with ωB97M-V with the def2-TZVPD basis set.

```
! wB97M-V def2-TZVPD RIJCOSX def2/J DEFGRID3
* xyz 1 1
C -0.12678 -1.93362 2.09443
C -1.17924 -1.18720 0.53805
N -1.24572 -2.14042 1.48071
N 0.76599 -1.15160 1.73340
N 0.05897 -0.59074 0.59782
N 0.68726 0.32228 -0.14644
H -1.87956 -1.25038 -0.24031
H 0.45133 1.33765 0.16487
H 1.49752 -0.23137 -0.46409
*
```

- E_LUMO (alpha / beta) (Eh) = -0.3245 / -0.3250
- energy relative to the best compared isomer or geometry (same formula, charge and spin) (kcal per mole) = 57.9
- orbital gap (alpha / beta) (eV) = 7.65 / 7.63

(5)
The ion C2H3N4O with charge -1 at a distorted geometry, computed with ωB97M-V with the def2-TZVPD basis set.

```
! wB97M-V def2-TZVPD RIJCOSX def2/J DEFGRID3
* xyz -1 1
C 1.05360 0.41400 2.08503
C 0.06733 -0.01452 -0.21292
N 1.69808 -0.09921 3.06145
N 2.68314 -0.37395 3.68620
N 1.29934 -1.78084 0.95886
N 0.81963 -0.68204 0.99690
O 0.44994 1.46854 2.00832
H -0.19328 -0.94558 -0.84577
H -0.74806 0.63481 0.11419
H 0.68254 0.64591 -0.70207
*
```

- E_LUMO (alpha / beta) (Eh) = 0.1518 / 0.1518
- energy relative to the best compared isomer or geometry (same formula, charge and spin) (kcal per mole) = 89.1
- orbital gap (alpha / beta) (eV) = 5.88 / 5.89

(6)
The ion C2H3N4O with charge -1 at a distorted geometry, computed with ωB97M-V with the def2-TZVPD basis set.

```
! wB97M-V def2-TZVPD RIJCOSX def2/J DEFGRID3
* xyz -1 1
C 0.01555 -0.11074 0.14013
N 0.58157 -1.23279 -0.62674
C 1.50646 -1.00490 -1.53168
O 2.04519 -0.01898 -2.02613
N 1.82848 -2.38232 -2.00397
N 1.09361 -3.12950 -1.40191
N 0.43962 -3.86221 -0.83013
H -0.29932 -0.21504 1.14584
H 0.62483 0.88394 0.11354
H -1.09014 0.12679 -0.16692
*
```

- E_LUMO (Eh) = 0.1632
- energy relative to the best compared isomer or geometry (same formula, charge and spin) (kcal per mole) = 37.6
- orbital gap (eV) = 8.04